Record 1
Computed, not measured: C7H25InNO9 as an isolated structure at a distorted geometry, with ωB97M-V with the def2-TZVPD basis set.

Calculated total energy, eV: -32751.1997
Kohn-Sham gap, eV: 7.497

```
! RIJCOSX wB97M-V def2-TZVPD def2/J DEFGRID3
* xyz -1 1
C 1.17399 1.95718 -3.02006
C -0.06851 2.80241 -2.35247
O 0.10668 4.10645 -2.10759
O -1.32138 2.07294 -2.09974
C -2.03844 2.58437 -0.92062
C -3.18560 1.44732 -0.48697
C -2.53397 0.05197 0.07553
C -1.88693 0.14180 1.57937
In 0.16677 -0.82404 1.48497
N 0.58681 -2.10850 3.19613
C 1.42060 -3.14884 2.76661
O 2.12697 -4.04644 2.02420
H 1.93319 2.63111 -3.63874
H 1.77222 1.38494 -2.18177
H 0.73095 1.11193 -3.72894
H -1.32895 2.83520 -0.01316
H -2.57343 3.60415 -1.22957
H -3.75825 1.17322 -1.49744
H -3.98733 1.92425 0.25609
H -3.39728 -0.76865 0.12385
H -1.69224 -0.34501 -0.66027
H -1.73336 1.22516 1.99396
H -2.57471 -0.51557 2.29887
H 1.51266 0.36387 1.18792
H 0.17109 -1.92326 0.02246
O 2.16182 -7.28636 0.99801
H 1.85507 -6.39611 1.22693
H 3.08777 -7.15665 0.74350
O -2.11400 -3.60902 3.79841
H -1.81803 -4.19683 3.08712
H -1.30040 -3.17658 4.09848
O 3.60366 0.24923 -1.62064
H 3.89964 -0.33858 -2.33192
H 4.41726 0.68167 -1.32057
O 2.35249 2.79031 -0.48400
H 1.62275 3.35586 -0.77842
H 2.18442 2.66488 0.46204
O 5.00507 -2.32471 2.74277
H 5.13840 -1.98220 1.84613
H 4.13316 -2.74584 2.70521
O -4.59360 3.63178 -2.46612
H -5.18303 4.40027 -2.49841
H -4.07399 3.70093 -3.28112
*
```


Record 2
Computed, not measured: C7H26CsN10O10S as an isolated structure at a distorted geometry, with ωB97M-V with the def2-TZVPD basis set.

Calculated total energy, eV: -54450.9597
Kohn-Sham gap, eV: 7.450

```
! RIJCOSX wB97M-V def2-TZVPD def2/J DEFGRID3
* xyz -1 1
Cs -9.70781 -18.99008 4.30314
S -12.19539 -22.19726 5.15381
O -11.94566 -20.73554 5.12832
O -12.56131 -22.59572 6.54202
O -13.26459 -22.56230 4.22711
O -10.93774 -22.90516 4.79407
C -10.23340 -21.68060 9.06624
O -9.46502 -21.34754 9.96743
N -10.54772 -22.99355 8.84136
N -10.78282 -20.80920 8.17398
H -10.14355 -23.68239 9.44230
H -11.17269 -23.23249 8.08496
H -10.65523 -19.82478 8.28089
H -11.33745 -21.20330 7.42588
C -14.29732 -19.19909 7.81474
O -14.90479 -18.26483 8.33682
N -13.25750 -19.00056 6.93239
N -14.55647 -20.51085 8.09508
H -12.99474 -18.06088 6.71983
H -12.90286 -19.80804 6.42929
H -14.04427 -21.24780 7.62675
H -15.18284 -20.69969 8.85139
C -10.74009 -22.11486 1.07977
O -10.28303 -21.82154 -0.02461
N -9.93707 -22.44257 2.13875
N -12.07248 -22.07136 1.35625
H -10.36321 -22.60488 3.04731
H -8.97855 -22.70300 2.01004
H -12.44808 -22.36456 2.25030
H -12.65495 -21.57116 0.71435
C -12.32339 -26.18259 3.60722
O -12.44687 -27.39192 3.39412
N -13.37193 -25.31812 3.66035
N -11.09289 -25.61901 3.79181
H -13.27570 -24.33424 3.89524
H -14.27096 -25.69016 3.42139
H -10.29744 -26.20570 3.64068
H -10.98665 -24.63982 4.01267
C -12.78525 -26.05151 7.95862
O -12.94175 -26.99739 8.72583
N -11.92697 -26.12260 6.88929
N -13.43211 -24.85180 8.06406
H -11.46395 -26.98295 6.67988
H -11.84255 -25.33551 6.26679
H -13.83443 -24.60374 8.94795
H -13.09891 -24.09115 7.47546
C -6.54909 -23.96963 5.85184
C -7.66007 -22.96388 6.06267
O -8.25145 -22.70318 4.77945
H -6.97366 -24.78171 5.25993
H -6.08457 -24.34033 6.76533
H -5.73775 -23.55445 5.24684
H -7.29397 -22.00892 6.45438
H -8.44017 -23.35328 6.72113
H -9.22467 -22.66637 4.84942
*
```


Record 3
Computed, not measured: C7H26N10O6Tl as an isolated structure at a distorted geometry, with ωB97M-V with the def2-TZVPD basis set.

Calculated total energy, eV: -39531.7366
Kohn-Sham gap, eV: 3.437
Energy above the lowest of the compared OMol25 structures with the same formula, charge and spin, kJ/mol: 394.1

```
! RIJCOSX wB97M-V def2-TZVPD def2/J DEFGRID3
* xyz 3 1
Tl 0.41493 0.49713 -0.90886
C -0.20893 -4.22988 -1.74501
C -1.18080 -3.12010 -1.37783
O -0.53758 -2.02634 -2.03932
H 0.07061 -4.31406 -2.79519
H -0.64756 -5.09328 -1.24477
H 0.73645 -3.97716 -1.26491
H -1.38229 -2.91227 -0.32697
H -2.18673 -3.25211 -1.77630
H -0.51356 -2.28029 -2.96481
C -3.42034 -0.54392 -0.38674
O -2.40574 -0.00771 -0.68169
N -3.85126 -0.63579 0.83889
N -4.32085 -1.03775 -1.15256
H -3.36905 -0.27960 1.65173
H -4.76819 -1.01536 1.02667
H -5.29487 -0.91327 -0.91615
H -4.00518 -1.00858 -2.11151
C 1.65658 3.25996 -3.30226
O 1.80244 2.41675 -2.45590
N 0.57544 3.93191 -3.58838
N 2.61963 3.50445 -4.15390
H -0.35209 3.73386 -3.24116
H 0.69298 4.47759 -4.43012
H 2.36347 4.16373 -4.87489
H 3.47854 2.97480 -4.19688
C -0.20220 0.40751 3.06732
O -0.46110 0.53403 1.87447
N 1.02684 0.41455 3.55658
N -1.01629 0.13460 3.95499
H 1.24255 0.07436 4.48278
H 1.82396 0.42102 2.93637
H -0.68114 -0.02522 4.89426
H -1.96237 -0.14624 3.74015
C 2.15378 3.40755 0.90848
O 1.82775 2.21782 0.99243
N 3.29934 3.77785 1.43567
N 1.48436 4.38058 0.32382
H 3.99998 3.12593 1.75848
H 3.54547 4.75687 1.40345
H 0.55494 4.18529 -0.01989
H 1.88390 5.29040 0.50466
C 0.74963 -2.77222 1.32860
O 0.77564 -1.73727 0.77521
N 1.68499 -3.61393 1.34866
N -0.38631 -3.11981 1.88762
H 2.51153 -3.26346 0.88594
H 1.67140 -4.40366 1.97814
H -1.13724 -2.44439 1.89091
H -0.35542 -3.91471 2.50994
*
```


Record 4
Computed, not measured: C7H27AlO7 as an isolated structure at a distorted geometry, with ωB97M-V with the def2-TZVPD basis set.

Calculated total energy, eV: -28599.2551
Kohn-Sham gap, eV: 2.548
Energy above the lowest of the compared OMol25 structures with the same formula, charge and spin, kJ/mol: 48.2

```
! RIJCOSX wB97M-V def2-TZVPD def2/J DEFGRID3
* xyz 2 1
Al 20.39189 11.44621 9.74939
C 20.27722 14.85956 7.84459
O 21.03584 14.07081 8.52706
H 19.20432 14.90053 8.11353
H 20.68311 15.85460 7.61839
H 20.26528 14.31782 6.79318
C 17.36103 16.14179 5.34573
O 17.68562 17.38883 4.77165
H 18.02729 16.00488 6.21217
H 16.31804 16.04595 5.63716
H 17.58149 15.30847 4.66797
H 16.88477 17.91994 4.73010
C 22.65244 15.21534 5.30938
O 23.36630 14.22981 6.00730
H 23.26413 15.57197 4.46394
H 21.75295 14.78653 4.82052
H 22.42960 16.02678 5.99329
H 23.35250 13.41527 5.48900
C 22.03843 16.86217 10.67229
O 23.32836 16.37841 10.87234
H 22.08413 17.57214 9.84740
H 21.29988 16.08466 10.38036
H 21.65450 17.36947 11.56625
H 23.32348 15.56030 11.37931
C 15.33491 15.04476 8.15031
O 14.93409 14.23617 7.05295
H 14.93976 14.67190 9.09457
H 16.41876 15.16585 8.13939
H 14.96508 16.06676 7.99489
H 13.98942 14.36427 6.92737
C 18.68798 18.66611 7.76764
O 17.61764 18.19468 8.57491
H 18.32374 18.79704 6.74621
H 18.99214 19.66510 8.10340
H 19.58137 18.03790 7.76863
H 17.93649 17.51961 9.17613
C 19.44644 13.11742 3.85359
O 20.25207 14.02447 3.14981
H 18.38568 13.19840 3.63216
H 19.84803 12.11672 3.70622
H 19.59372 13.29868 4.95480
H 19.74292 14.83350 3.01253
*
```


> Which value of calculated total energy does entry 4 give?

-28599.2551 eV